1.
Here is a gas-phase ion, C4H9N2 (charge +1) from OMol25. Energies are from ωB97M-V/def2-TZVPD.

Geometry as XYZ:
```
15
C4H9N2 (ωB97M-V/def2-TZVPD)
C 0.145 0.102 0.342
C -1.263 -0.024 0.704
C -2.269 -0.688 -0.296
C 2.370 0.687 -0.167
N -0.608 1.173 0.314
N 1.312 -0.312 0.034
H -1.456 -0.222 1.736
H -1.589 -1.288 -0.969
H -2.687 0.071 -0.975
H -2.999 -1.442 0.180
H 3.022 0.555 0.713
H 1.996 1.765 -0.229
H 3.036 0.475 -1.048
H -0.581 2.086 0.681
H 1.523 -1.316 -0.053
```

Output
- ΔE to the lowest compared entry with this formula, charge and spin: 2.6718 eV
- Charge: +1
- HOMO-LUMO gap: 11.880 eV


2.
Here is a gas-phase ion, C4H9N2 (charge +1) from OMol25. Energies are from ωB97M-V/def2-TZVPD.

Geometry as XYZ:
```
15
C4H9N2 (ωB97M-V/def2-TZVPD)
C 1.268 -0.940 0.195
C 0.038 -0.330 0.143
C 0.257 1.415 0.085
C -2.301 -0.449 -0.016
N -1.030 -0.991 -0.107
N 2.383 -0.385 -0.100
H 1.476 -2.013 0.476
H 1.193 1.598 0.395
H -0.513 2.003 0.677
H 0.210 1.747 -0.917
H -3.054 -0.822 -0.932
H -2.907 -1.126 0.623
H -2.504 0.678 0.026
H 3.230 -0.927 -0.090
H 2.255 0.541 -0.457
```

Output
- ΔE to the lowest compared entry with this formula, charge and spin: 3.6533 eV
- Charge: +1
- HOMO-LUMO gap: 8.763 eV